1.
9
Properties=species:S:1:pos:R:3:forces:R:3:nbo_charge:R:1 method="wB97M-V/def2-TZVPD" energy_ev=-16821.73631 max_force_ev_per_a=4.94 homo_energy_ha="-0.3480 / -0.3208" lumo_energy_ev="-0.62 / -1.56" e_above_lowest_kj_mol=631.2 orbital_gap_ev="8.85 / 7.17"
C -0.0536 0.2285 0.4493 2.22 -0.89 4.32 -0.450
C -0.4882 -0.2639 -0.6001 -1.67 -1.23 -3.18 -0.039
C 0.0901 -0.6684 1.8356 -0.95 2.67 -2.65 0.780
N -2.0228 -1.7966 1.5108 2.50 -2.35 -1.53 -0.290
O 1.0110 -0.4780 2.5279 1.60 -0.07 1.09 -0.526
O -0.8758 -1.4955 2.1780 -0.63 -1.39 1.33 -0.381
I -3.3737 -0.5164 1.7367 -2.70 2.60 0.57 0.432
H 0.7457 0.9486 0.5466 -0.24 0.69 -0.03 0.254
H -1.0131 -0.9865 -1.1877 -0.14 -0.03 0.09 0.220

=====

2.
10
Properties=species:S:1:pos:R:3:forces:R:3:nbo_charge:R:1 method="wB97M-V/def2-TZVPD" energy_ev=-45236.23745 max_force_ev_per_a=1.25 homo_energy_ha="-0.3321 / -0.3256" lumo_energy_ev="-1.70 / -1.11" e_above_lowest_kj_mol=238.5 orbital_gap_ev="7.34 / 7.75"
C 1.2249 2.1581 -0.3381 -0.68 0.57 0.02 -0.127
C 0.3527 0.2236 0.0461 -0.51 -0.38 -0.20 0.256
C -0.8089 0.8844 0.0611 -0.88 0.89 0.08 -0.545
N 1.4567 0.8976 -0.1867 1.01 -0.31 -0.05 -0.465
S -0.4499 2.6031 -0.2057 0.38 -1.13 0.09 0.412
S -0.8806 -3.5391 0.6698 0.23 0.00 0.08 0.010
S -0.4855 -2.6356 -1.0314 0.16 0.17 0.16 -0.117
I -2.7617 0.2436 0.3567 0.37 0.09 -0.03 0.236
H 1.9802 2.8975 -0.5339 0.17 0.11 -0.03 0.221
H 0.3720 -3.7331 1.1623 -0.24 -0.01 -0.12 0.118

=====

3.
8
Properties=species:S:1:pos:R:3:forces:R:3:nbo_charge:R:1 method="wB97M-V/def2-TZVPD" energy_ev=-21713.86351 max_force_ev_per_a=4.89 homo_energy_ha="-0.1900 / -0.1585" lumo_energy_ev="-0.75 / -0.90" e_above_lowest_kj_mol=281.5 orbital_gap_ev="4.42 / 3.42"
C -1.9302 2.6670 -2.7886 1.22 -0.84 -1.34 -0.207
H -1.7222 3.7473 -2.7349 -0.35 -0.35 0.18 0.184
O 0.6302 1.0702 -1.2771 -3.22 -0.04 0.31 -0.920
C -0.6820 1.0646 -1.7533 4.59 -0.89 1.46 0.054
C -0.9472 1.8057 -2.8949 -2.04 2.02 0.83 -0.186
Li 0.4581 2.0741 0.6181 0.08 -0.87 -1.35 0.624
K 1.2815 -1.9524 1.3244 -0.06 0.28 -0.15 0.290
H -1.3666 0.3338 -1.3052 -0.22 0.69 0.07 0.162